1.
Density functional theory data (wB97M-V/def2-TZVPD) for a cluster of 3 separate species, C5H11NO in total.

Last columns: bonded neighbours and bond lengths (Å).
Geometry (Å):
1 H 0.7882 -0.9990 1.7589  N2 1.018
2 N 1.1041 -0.6893 0.8421  H1 1.018, C3 1.266
3 C 1.0218 0.5594 0.6533  N2 1.266, C4 1.497, H5 1.098
4 C 0.6471 1.5565 1.7053  C3 1.497, H6 1.093, H7 1.095, H8 1.095
5 H 1.2792 0.9093 -0.3546  C3 1.098
6 H 0.1746 2.4502 1.2899  C4 1.093
7 H -0.0240 1.0976 2.4393  C4 1.095
8 H 1.5627 1.8652 2.2211  C4 1.095
9 C -1.8521 -0.5786 -0.9833  C10 1.327, H11 1.087, H12 1.088
10 C -1.5369 0.6663 -0.6489  C9 1.327, H13 1.087, H14 1.088
11 H -1.5640 -0.9855 -1.9488  C9 1.087
12 H -2.3728 -1.2443 -0.2979  C9 1.088
13 H -0.9855 1.3077 -1.3321  C10 1.087
14 H -1.8037 1.0851 0.3190  C10 1.088
15 C 0.9532 -1.7405 -1.0387  O16 1.217, H17 1.106, H18 1.102
16 O 1.2544 -0.9251 -1.8902  C15 1.217
17 H -0.0932 -1.8611 -0.7001  C15 1.106
18 H 1.6356 -2.5223 -0.6670  C15 1.102

Output
**E**: -327.008217 Eh
**F_max**: 0.412 eV/A
**LUMO**: 0.9 eV
**Kohn-Sham gap**: 9.90 eV
**Energy relative to the best compared isomer or geometry (same formula, charge and spin)**: 323.3 kJ/mol
**2S+1**: 1
**E_HOMO**: -0.331 Eh


2.
Density functional theory data (wB97M-V/def2-TZVPD) for a cluster of 2 separate species, C5H8O in total.

Last columns: bonded neighbours and bond lengths (Å).
Geometry (Å):
1 C 0.1945 0.8422 -1.5473  C2 1.315, H5 1.083, H6 1.081
2 C 0.8868 0.4899 -0.4867  C1 1.315, C3 1.428, O4 1.346
3 C 1.7749 -0.3754 0.2223  C2 1.428, O4 1.468, H7 1.089, H8 1.084
4 O 1.3329 0.9395 0.7014  C2 1.346, C3 1.468
5 H -0.3792 1.7595 -1.5958  C1 1.083
6 H 0.2023 0.1607 -2.3860  C1 1.081
7 H 1.4412 -1.1991 0.8509  C3 1.089
8 H 2.7895 -0.4308 -0.1542  C3 1.084
9 C -1.1616 -0.2744 1.3599  C10 1.328, H11 1.087, H12 1.088
10 C -1.6269 -0.4760 0.1323  C9 1.328, H13 1.088, H14 1.089
11 H -1.3061 0.6705 1.8765  C9 1.087
12 H -0.5413 -1.0128 1.8644  C9 1.088
13 H -2.2018 0.2814 -0.3965  C10 1.088
14 H -1.4051 -1.3753 -0.4411  C10 1.089

Output
**E**: -270.420431 Eh
**F_max**: 0.688 eV/A
**LUMO**: 1.1 eV
**Kohn-Sham gap**: 9.87 eV
**Energy relative to the best compared isomer or geometry (same formula, charge and spin)**: 360.9 kJ/mol
**2S+1**: 1
**E_HOMO**: -0.324 Eh


3.
Density functional theory data (wB97M-V/def2-TZVPD) for a cluster of 2 separate species, C4H13N2O in total in a non-equilibrium geometry.

Last columns: bonded neighbours and bond lengths (Å).
Geometry (Å):
1 C 2.4817 0.8130 -0.1169  C3 1.511, H8 1.088, H9 1.030, H10 1.106
2 C -0.9128 -0.9097 -0.8441  C4 1.565, H11 1.087, H12 1.065, H13 1.177
3 C 1.2843 0.4851 -0.9777  C1 1.511, C4 1.454, N6 1.495, H14 1.134
4 C 0.1227 0.0752 -0.2056  C2 1.565, C3 1.454, N6 1.539, O7 1.331
5 N -2.1802 -0.1823 1.9614  H15 0.977, H16 1.025, H18 0.998
6 N 0.1166 1.4177 -0.9587  C3 1.495, C4 1.539, H17 1.007, H19 1.005
7 O 0.1685 0.1971 1.1192  C4 1.331, H20 1.150
8 H 2.5123 0.0875 0.6930  C1 1.088
9 H 2.3065 1.7586 0.2526  C1 1.030
10 H 3.4504 0.7634 -0.6481  C1 1.106
11 H -1.2781 -1.6871 -0.1785  C2 1.087
12 H -0.3452 -1.5100 -1.5158  C2 1.065
13 H -1.8667 -0.4701 -1.3750  C2 1.177
14 H 1.6088 -0.0873 -1.9015  C3 1.134
15 H -2.8240 0.4880 2.2620  N5 0.977
16 H -2.7488 -0.9257 1.5437  N5 1.025
17 H 0.2364 2.2199 -0.3615  N6 1.007
18 H -1.9908 -0.5545 2.8681  N5 0.998
19 H -0.5849 1.6431 -1.6428  N6 1.005
20 H -0.7081 -0.2655 1.7023  O7 1.150

Output
**E**: -344.650957 Eh
**F_max**: 3.798 eV/A
**LUMO**: -2.8 eV
**Kohn-Sham gap**: 11.44 eV
**Energy relative to the best compared isomer or geometry (same formula, charge and spin)**: 304.3 kJ/mol
**2S+1**: 1
**E_HOMO**: -0.523 Eh
**Charge**: +1


4.
Density functional theory data (wB97M-V/def2-TZVPD) for the molecule C21H26N2O3S.

Last columns: bonded neighbours and bond lengths (Å).
Geometry (Å):
1 C -8.0343 0.0894 0.3745  C2 1.526, H28 1.088, H29 1.086, H30 1.088
2 C -7.2971 -0.8467 -0.5797  C1 1.526, C3 1.528, C4 1.532, H31 1.096
3 C -7.8307 -2.2706 -0.4294  C2 1.528, H32 1.088, H33 1.088, H34 1.087
4 C -5.7857 -0.8317 -0.3295  C2 1.532, C5 1.529, H35 1.092, H36 1.094
5 C -5.1326 0.5109 -0.6617  C4 1.529, N6 1.444, H37 1.091, H38 1.096
6 N -3.6981 0.4491 -0.5095  C5 1.444, C7 1.353, H39 1.007
7 C -3.0298 1.1587 0.4282  N6 1.353, O8 1.216, C9 1.496
8 O -3.5706 1.9625 1.1625  C7 1.216
9 C -1.5569 0.9013 0.4739  C7 1.496, C10 1.410, C23 1.373
10 C -0.7202 1.9791 0.8277  C9 1.410, C11 1.365, H40 1.079
11 C 0.6330 1.8220 0.9107  C10 1.365, C12 1.408, H41 1.079
12 C 1.2194 0.5676 0.6582  C11 1.408, C13 1.413, C22 1.422
13 C 2.6075 0.3067 0.6972  C12 1.413, S14 1.797, C19 1.376
14 S 3.7240 1.6723 1.0430  C13 1.797, C15 1.839
15 C 4.3667 1.9916 -0.6506  S14 1.839, C16 1.502, H42 1.088, H43 1.088
16 C 3.2734 1.7112 -1.6420  C15 1.502, O17 1.198, O18 1.341
17 O 2.3262 2.4117 -1.8616  C16 1.198
18 O 3.4694 0.5372 -2.2609  C16 1.341, H44 0.970
19 C 3.1000 -0.9566 0.4639  C13 1.376, C20 1.421, C27 1.499
20 C 2.1573 -1.9767 0.1632  C19 1.421, N21 1.306, C24 1.502
21 N 0.8725 -1.7590 0.0854  C20 1.306, C22 1.345
22 C 0.3801 -0.5306 0.3235  C12 1.422, N21 1.345, C23 1.408
23 C -1.0117 -0.3360 0.2344  C9 1.373, C22 1.408, H45 1.080
24 C 2.5902 -3.3989 -0.0506  C20 1.502, C25 1.523, H46 1.091, H47 1.095
25 C 4.0793 -3.5369 -0.3386  C24 1.523, C26 1.523, H48 1.091, H49 1.092
26 C 4.8653 -2.7286 0.6858  C25 1.523, C27 1.524, H50 1.091, H51 1.092
27 C 4.5700 -1.2474 0.4854  C19 1.499, C26 1.524, H52 1.093, H53 1.095
28 H -7.8244 -0.1816 1.4067  C1 1.088
29 H -7.7356 1.1224 0.2220  C1 1.086
30 H -9.1079 0.0203 0.2137  C1 1.088
31 H -7.4806 -0.5143 -1.6082  C2 1.096
32 H -7.6583 -2.6335 0.5816  C3 1.088
33 H -7.3373 -2.9456 -1.1254  C3 1.088
34 H -8.8999 -2.2999 -0.6256  C3 1.087
35 H -5.5876 -1.0739 0.7166  C4 1.092
36 H -5.3196 -1.6062 -0.9460  C4 1.094
37 H -5.4740 1.2904 0.0212  C5 1.091
38 H -5.3786 0.8015 -1.6896  C5 1.096
39 H -3.1932 -0.1975 -1.0938  N6 1.007
40 H -1.1834 2.9322 1.0314  C10 1.079
41 H 1.2698 2.6530 1.1725  C11 1.079
42 H 5.2380 1.3671 -0.8373  C15 1.088
43 H 4.6292 3.0475 -0.6553  C15 1.088
44 H 2.7437 0.3512 -2.8775  O18 0.970
45 H -1.6142 -1.2030 0.0080  C23 1.080
46 H 1.9863 -3.8276 -0.8519  C24 1.091
47 H 2.3431 -3.9504 0.8621  C24 1.095
48 H 4.3639 -4.5896 -0.2999  C25 1.091
49 H 4.3015 -3.1648 -1.3414  C25 1.092
50 H 5.9367 -2.9042 0.5753  C26 1.091
51 H 4.5751 -3.0332 1.6935  C26 1.092
52 H 5.0446 -0.6466 1.2655  C27 1.093
53 H 4.9914 -0.9351 -0.4763  C27 1.095

Output
**E**: -1549.317850 Eh
**F_max**: 0.730 eV/A
**LUMO**: -0.1 eV
**Kohn-Sham gap**: 8.61 eV
**Energy relative to the best compared isomer or geometry (same formula, charge and spin)**: 2.2 kJ/mol
**2S+1**: 1
**E_HOMO**: -0.320 Eh